Formula: C22H66O11
Source: the Open Molecules 2025 dataset
Level of theory: the ωB97M-V functional and the def2-TZVPD basis

HOMO-LUMO gap (spin up / spin down): 1.6 / 9.5 eV
HOMO level (spin up / spin down): 0.8 / -7.3 eV
Spin multiplicity: 2
ΔE to the lowest compared entry with this formula, charge and spin: 2.084 eV
Total charge: -1
Energy: -46401.6724 eV

CARTESIAN COORDINATES (ANGSTROEM)
H: -0.07 4.91 0.51
H: -1.06 -1.18 4.67
O: 3.93 1.78 5.52
H: 4.06 -0.84 -4.22
C: -0.72 -4.29 -0.43
H: 6.04 0.97 1.86
H: 4.19 -0.21 -2.64
O: -4.72 0.17 -1.58
H: 2.03 1.75 2.61
C: -4.79 -1.33 2.18
O: -4.93 -0.46 1.11
C: -0.61 3.97 0.41
H: -6.60 0.94 -1.38
C: -4.43 -2.69 1.56
H: 2.43 3.11 4.73
C: -0.21 3.32 -0.97
H: 1.56 -1.67 -3.53
H: -0.93 2.57 -1.29
H: -0.79 -3.51 5.65
H: 3.54 0.75 3.17
H: -5.98 0.64 -3.02
H: -0.28 4.06 -1.77
H: -5.76 -0.02 1.31
H: -0.12 1.04 1.05
H: -5.24 -3.32 1.17
C: -1.31 2.09 -4.64
C: -0.71 0.71 -4.27
H: -1.91 -0.20 -5.39
H: 0.36 0.80 -4.09
H: -7.68 -0.84 -2.60
H: -2.38 2.24 -4.50
H: 1.98 0.57 3.85
H: 2.96 1.48 -1.92
H: 0.79 2.87 -1.03
C: -6.76 -1.09 -2.08
H: 0.22 -4.00 -0.90
H: -4.71 0.11 -0.63
C: -6.04 0.24 -2.01
C: 2.40 -1.46 -2.87
H: -1.30 -0.88 -1.10
H: 3.29 1.60 6.22
H: 0.30 -3.96 4.22
H: -3.90 -0.97 2.71
H: 0.54 -1.59 5.22
H: -1.81 -4.73 -2.32
O: 3.76 -0.20 0.86
C: -0.22 -1.84 4.48
H: -1.95 0.70 -0.65
H: -0.74 -5.31 -0.04
H: -1.17 2.26 -5.71
H: 5.05 -1.60 0.31
H: -0.73 2.81 -4.06
O: 0.49 -0.96 0.74
O: -0.96 -0.07 -5.41
H: 4.58 3.35 0.67
H: -0.37 -2.68 0.59
H: 0.03 -1.64 3.44
H: -3.71 -2.59 0.75
H: -5.72 -1.33 2.74
C: 3.82 3.80 0.03
H: -4.04 -3.38 2.31
H: 2.84 3.82 0.50
C: -1.84 -4.07 -1.45
H: -6.98 -1.56 -1.12
H: 4.75 -1.46 2.06
H: -2.02 -0.67 0.47
C: 4.96 -0.90 1.14
H: 4.90 3.02 -1.54
C: -0.48 -3.32 4.63
H: 4.19 4.82 0.04
H: 3.94 0.54 0.27
O: -0.90 -3.47 0.72
H: 0.48 0.67 -0.58
H: 1.87 -1.01 -2.03
H: 3.84 3.05 3.92
H: -1.44 -3.55 2.92
H: -6.15 -1.84 -2.60
O: 2.92 0.72 -3.93
H: -2.78 -4.15 -0.91
O: -1.63 -3.73 3.84
H: 6.28 0.52 0.17
H: 2.45 0.39 -4.70
H: -1.76 -3.03 -1.77
C: -0.09 0.28 0.27
H: -0.48 3.27 1.24
C: 2.64 1.32 3.40
C: 3.18 2.37 4.46
H: -2.24 4.45 1.27
H: 2.77 -2.45 -2.64
O: 3.32 1.76 -1.07
H: 6.95 -0.46 1.46
C: 3.45 -0.46 -3.40
C: 6.08 0.13 1.17
H: 1.42 -0.87 0.96
C: -1.41 -0.17 -0.28
O: -1.88 4.49 0.38
C: 3.83 3.02 -1.29
H: 3.27 3.53 -2.07
H: -1.25 0.25 -3.45